# 1
DFT (the ωB97M-V functional and the def2-TZVPD basis) results for a molecular structure, C30H50N7OSSbSi3Tl.

Cartesian coordinates (Å):
Tl1 -1.05 -0.75 -1.77
C1 1.31 2.19 2.44
Sb1 -0.41 0.90 2.42
C2 1.98 -0.21 -0.63
C3 2.38 -0.10 -2.05
C4 3.70 -0.12 -2.49
C5 3.96 -0.06 -3.85
C6 2.91 0.03 -4.75
C7 1.63 0.06 -4.23
N1 1.36 -0.02 -2.93
Si1 2.87 -1.39 0.53
C8 4.47 -0.63 1.13
C9 3.24 -2.96 -0.43
C10 1.88 -1.83 2.06
C11 -2.05 2.19 1.76
C12 -3.15 1.18 1.52
C13 -4.51 1.49 1.53
C14 -5.44 0.50 1.28
C15 -5.00 -0.80 1.04
C16 -3.64 -1.03 1.05
N2 -2.74 -0.07 1.28
Si2 -1.67 3.01 0.13
C17 -3.22 3.39 -0.84
C18 -0.21 3.16 -2.39
C19 0.11 5.34 -0.32
Si3 -2.45 3.51 3.09
C20 -0.87 4.24 3.75
C21 -3.45 4.93 2.38
C22 -3.37 2.67 4.49
H1 2.15 1.61 2.05
H2 1.52 2.43 3.48
H3 1.19 3.10 1.85
H4 4.51 -0.14 -1.78
H5 4.99 -0.07 -4.21
H6 3.07 0.10 -5.81
H7 0.77 0.13 -4.89
H8 5.16 -0.35 0.33
H9 4.99 -1.33 1.78
H10 4.28 0.28 1.71
H11 3.77 -2.77 -1.36
H12 2.31 -3.48 -0.66
H13 3.86 -3.62 0.17
H14 1.86 -1.00 2.78
H15 2.39 -2.65 2.56
H16 0.86 -2.14 1.84
H17 -4.83 2.50 1.73
H18 -6.49 0.73 1.28
H19 -5.69 -1.60 0.85
H20 -3.24 -2.03 0.89
H21 -3.62 2.48 -1.29
H22 -3.01 4.11 -1.63
H23 -3.99 3.81 -0.20
H24 -0.26 2.24 -2.97
H25 0.69 3.70 -2.72
H26 -1.08 3.77 -2.63
H27 -0.22 6.03 0.46
H28 -0.32 5.69 -1.27
H29 1.20 5.41 -0.39
H30 -0.21 4.59 2.95
H31 -0.30 3.55 4.38
H32 -1.12 5.10 4.38
H33 -2.91 5.43 1.57
H34 -3.59 5.68 3.17
H35 -4.44 4.66 2.02
H36 -2.76 1.87 4.93
H37 -4.32 2.24 4.19
H38 -3.57 3.39 5.28
O1 -0.01 0.27 0.48
N3 1.07 0.72 -0.25
C23 1.07 1.99 -0.63
C24 2.35 2.53 -0.95
N4 3.39 2.99 -1.18
C25 -0.13 2.83 -0.90
N5 -0.29 4.00 0.04
C26 -0.35 -5.97 1.01
N6 0.33 -5.79 -0.26
C27 1.55 -6.59 -0.41
C28 0.09 -4.71 -1.03
S1 -0.76 -3.38 -0.39
N7 0.56 -4.74 -2.30
C29 0.57 -5.97 -3.08
C30 0.65 -3.52 -3.09
H39 -0.30 -7.02 1.27
H40 -1.39 -5.66 0.93
H41 0.13 -5.38 1.80
H42 2.05 -6.63 0.55
H43 2.22 -6.12 -1.13
H44 1.33 -7.61 -0.73
H45 0.11 -6.78 -2.52
H46 1.58 -6.26 -3.37
H47 -0.02 -5.81 -3.98
H48 1.05 -2.71 -2.49
H49 -0.33 -3.24 -3.49
H50 1.32 -3.70 -3.92

For the lowest unoccupied orbital energy, the calculation gives -2.55 eV. The total charge is +1. Its HOMO-LUMO gap is 7.156 eV. Its highest occupied orbital energy is -0.357 Eh. Its total energy is -90093.8317 eV.


# 2
DFT (the ωB97M-V functional and the def2-TZVPD basis) results for 15 unconnected molecules or ions with the total composition C15H60N30O15 in a non-equilibrium geometry.

Cartesian coordinates (Å):
C1 -3.52 -3.35 2.16
O1 -3.84 -2.90 1.09
N1 -2.28 -3.40 2.56
N2 -4.31 -3.94 2.98
H1 -1.89 -3.79 3.41
H2 -1.74 -2.76 2.00
H3 -5.21 -4.22 2.62
H4 -3.92 -4.51 3.72
C2 1.13 -6.08 1.50
O2 1.48 -6.68 0.55
N3 1.03 -6.56 2.74
N4 0.65 -4.88 1.50
H5 0.81 -6.10 3.60
H6 1.38 -7.50 2.90
H7 0.44 -4.49 2.40
H8 0.77 -4.36 0.63
C3 -4.09 1.06 1.44
O3 -2.91 1.12 1.69
N5 -4.81 0.00 1.33
N6 -4.76 2.02 1.01
H9 -5.80 -0.04 1.14
H10 -4.41 -0.89 1.56
H11 -5.75 2.08 0.82
H12 -4.17 2.84 1.05
C4 4.75 0.59 -1.70
O4 4.74 0.16 -0.60
N7 3.74 0.44 -2.49
N8 5.85 0.86 -2.35
H13 2.84 0.06 -2.20
H14 3.88 0.77 -3.43
H15 6.70 0.82 -1.81
H16 5.80 1.13 -3.32
C5 0.10 0.03 -0.36
O5 0.84 0.29 -1.32
N9 -0.59 0.96 0.24
N10 -0.17 -1.11 0.13
H17 -0.41 1.92 -0.02
H18 -1.25 0.86 1.01
H19 0.09 -1.82 -0.55
H20 -0.18 -1.24 1.13
C6 -1.22 4.36 1.36
O6 -0.64 3.62 0.58
N11 -1.99 4.05 2.36
N12 -1.22 5.62 1.29
H21 -2.03 3.09 2.68
H22 -2.13 4.83 2.98
H23 -0.71 6.07 0.54
H24 -1.74 6.08 2.02
C7 -3.67 2.22 -3.47
O7 -4.41 1.55 -4.15
N13 -3.37 1.85 -2.33
N14 -3.04 3.27 -3.75
H25 -2.53 2.34 -2.05
H26 -3.66 0.95 -1.98
H27 -3.25 3.97 -3.05
H28 -2.96 3.49 -4.73
C8 0.85 -2.66 3.88
O8 0.54 -2.07 2.92
N15 1.84 -3.47 3.91
N16 0.26 -2.68 4.99
H29 2.24 -3.95 4.71
H30 2.39 -3.50 3.06
H31 0.62 -3.39 5.61
H32 -0.44 -1.97 5.15
C9 0.05 6.28 -1.93
O9 -0.34 7.04 -1.06
N17 0.66 6.70 -2.95
N18 -0.10 4.96 -1.90
H33 1.21 6.07 -3.51
H34 0.93 7.67 -2.87
H35 -0.71 4.46 -1.28
H36 0.10 4.53 -2.79
C10 0.30 1.91 4.68
O10 0.48 3.04 4.36
N19 0.61 1.35 5.80
N20 -0.31 1.12 3.81
H37 1.10 1.84 6.54
H38 0.32 0.41 6.00
H39 -0.75 1.61 3.05
H40 -0.55 0.23 4.22
C11 1.06 -3.66 -2.13
O11 0.01 -3.35 -1.53
N21 1.97 -4.49 -1.64
N22 1.43 -3.26 -3.31
H41 2.74 -4.87 -2.19
H42 1.91 -4.78 -0.68
H43 0.65 -2.82 -3.79
H44 2.09 -3.75 -3.89
C12 3.37 3.81 -0.96
O12 4.61 3.74 -0.99
N23 2.70 4.82 -0.55
N24 2.50 2.88 -1.31
H45 3.16 5.70 -0.40
H46 1.71 4.77 -0.77
H47 2.76 2.02 -1.77
H48 1.50 2.95 -1.16
C13 0.85 0.85 -4.95
O13 1.12 1.20 -6.10
N25 0.02 -0.12 -4.78
N26 1.30 1.44 -3.90
H49 -0.28 -0.45 -3.88
H50 -0.09 -0.79 -5.53
H51 1.01 1.07 -3.00
H52 1.32 2.44 -3.98
C14 3.85 -2.65 1.07
O14 3.52 -3.60 1.63
N27 5.03 -2.50 0.54
N28 3.01 -1.68 0.87
H53 5.34 -1.59 0.22
H54 5.76 -3.02 1.01
H55 3.08 -0.87 0.28
H56 2.10 -1.92 1.24
C15 -3.41 -2.05 -2.32
O15 -4.26 -1.90 -3.16
N29 -3.30 -1.25 -1.29
N30 -2.57 -3.12 -2.33
H57 -2.61 -1.50 -0.60
H58 -4.10 -0.72 -0.95
H59 -2.70 -3.94 -2.91
H60 -1.89 -3.29 -1.60

For the lowest unoccupied orbital energy (spin up / spin down), the calculation gives 1.76 / 1.76 eV. The total charge is -1. Its spin multiplicity is 2. Its HOMO-LUMO gap (spin up / spin down) is 2.224 / 8.762 eV. Its highest occupied orbital energy (spin up / spin down) is -0.017 / -0.257 Eh. Its expectation value of S² is 0.75. Its total energy is -91952.3786 eV.


# 3
DFT (the ωB97M-V functional and the def2-TZVPD basis) results for 2 unconnected molecules or ions with the total composition C2H2BrI in a non-equilibrium geometry.

Cartesian coordinates (Å):
C1 -0.44 -0.78 -0.05
C2 -0.05 0.51 -0.12
Br1 -0.81 1.97 -0.81
I1 2.65 0.71 0.94
H1 0.25 -1.47 0.18
H2 -1.60 -0.94 -0.15

For the lowest unoccupied orbital energy (spin up / spin down), the calculation gives -1.78 / -2.28 eV. Its HOMO-LUMO gap (spin up / spin down) is 7.660 / 7.009 eV. Its highest occupied orbital energy (spin up / spin down) is -0.347 / -0.341 Eh. Its total energy is -80246.2282 eV.


# 4
DFT (the ωB97M-V functional and the def2-TZVPD basis) results for 15 unconnected molecules or ions with the total composition BF4H28O14 in a non-equilibrium geometry.

Cartesian coordinates (Å):
B1 -0.11 0.31 -0.39
F1 -1.05 -0.62 0.08
F2 0.07 1.37 0.49
F3 1.07 -0.37 -0.57
F4 -0.55 0.73 -1.62
O1 0.41 -2.94 0.32
H1 -0.23 -3.64 0.03
H2 0.17 -2.18 -0.18
O2 -1.68 1.41 -3.93
H3 -1.11 1.04 -3.24
H4 -2.24 2.06 -3.47
O3 -2.01 -2.28 2.11
H5 -2.40 -2.49 1.29
H6 -1.37 -1.69 1.81
O4 -0.01 -0.02 3.04
H7 0.66 0.56 3.42
H8 0.13 -0.84 3.48
O5 1.14 4.08 1.95
H9 0.59 3.48 1.39
H10 0.60 4.86 2.03
O6 -1.41 -1.90 -2.41
H11 -1.50 -1.44 -1.56
H12 -0.83 -1.32 -2.88
O7 2.26 1.22 -2.77
H13 1.62 0.74 -2.26
H14 1.73 1.98 -2.98
O8 -2.41 0.75 2.62
H15 -1.60 0.28 2.67
H16 -3.07 0.23 3.07
O9 2.38 -0.53 1.72
H17 1.53 -0.29 2.08
H18 2.17 -0.97 0.92
O10 -3.95 -0.33 0.78
H19 -3.45 -0.76 0.07
H20 -3.26 0.02 1.29
O11 2.98 -2.73 -0.24
H21 3.26 -3.61 -0.55
H22 2.00 -2.65 -0.31
O12 2.84 2.06 0.36
H23 2.46 1.23 0.69
H24 3.50 1.72 -0.23
O13 1.64 -2.57 -2.87
H25 2.39 -2.06 -2.64
H26 1.27 -1.96 -3.47
O14 -1.67 3.43 -0.06
H27 -1.10 2.69 0.19
H28 -1.85 3.94 0.73

For the lowest unoccupied orbital energy, the calculation gives 2.51 eV. The total charge is -1. Its HOMO-LUMO gap is 10.173 eV. Its highest occupied orbital energy is -0.282 Eh. Its total energy is -40675.4391 eV.


Number 1: molecular weight 967.25 g/mol. Number 2: molecular weight 900.84 g/mol. Number 3: molecular weight 232.85 g/mol. Number 4: molecular weight 339.01 g/mol.